No. 1
Formula: C4H13N3O
Source: the OMol25 dataset
Level of theory: ωB97M-V with the def2-TZVPD basis set

Energy relative to the best compared isomer or geometry (same formula, charge and spin), kcal per mole: 69.5
Kohn-Sham gap, Ha: 0.3120
SMILES string: C[NH2+]C[O-].N/C=C/N

```
! RIJCOSX wB97M-V def2-TZVPD def2/J DEFGRID3
* xyz 0 1
C -1.38 -1.81 0.45
N 0.07 -1.62 0.63
C 0.33 -0.66 2.05
O -0.23 -1.22 3.03
H -1.79 -2.05 1.43
H -1.59 -2.59 -0.27
H -1.80 -0.87 0.11
H 0.51 -2.50 0.89
H 0.53 -1.19 -0.17
H -0.08 0.30 1.67
H 1.44 -0.62 2.00
N 1.72 0.43 -0.83
C 0.71 0.94 -1.69
C -0.12 1.93 -1.38
N -1.13 2.42 -2.25
H 2.63 0.38 -1.28
H 1.84 1.01 0.00
H 0.61 0.43 -2.64
H -0.04 2.47 -0.45
H -1.33 1.79 -3.01
H -1.98 2.67 -1.76
*
```

Atomic partial charges in e from the Mulliken method, atoms 1 to 8: C -0.8181; N -0.2784; C -0.1582; O -0.7142; H 0.3523; H 0.3383; H 0.2558; H 0.3207



No. 2
Formula: C5H18O7
Source: the OMol25 dataset
Level of theory: ωB97M-V with the def2-TZVPD basis set

Energy relative to the best compared isomer or geometry (same formula, charge and spin), kcal per mole: 17.9
Kohn-Sham gap, Ha: 0.3902
SMILES string: O=C(O)CCCCO.O.O.O.O

```
! RIJCOSX wB97M-V def2-TZVPD def2/J DEFGRID3
* xyz 0 1
O 0.26 0.90 -0.90
C 0.79 0.55 0.17
O 1.24 -0.63 0.46
C 0.88 1.38 1.47
C -0.46 1.10 2.28
C -1.56 2.07 1.88
C -2.54 1.52 0.94
O -2.65 0.08 1.00
H 1.46 -1.34 -0.39
H 1.14 2.37 1.00
H 1.75 0.96 2.09
H -0.66 0.02 2.23
H -0.22 1.21 3.45
H -1.02 2.92 1.61
H -1.92 2.47 2.88
H -2.40 2.00 -0.12
H -3.45 1.88 1.07
H -1.86 -0.24 0.50
O 3.42 1.15 -1.37
H 2.78 1.66 -1.85
H 3.73 1.70 -0.64
O 1.90 -2.84 -0.94
H 1.94 -2.98 0.02
H 1.04 -3.29 -1.10
O -0.70 -3.11 -1.13
H -0.80 -2.24 -1.32
H -1.50 -3.30 -0.68
O -1.11 -0.84 -2.53
H -0.22 -0.41 -2.41
H -1.34 -0.73 -3.52
*
```

Atomic partial charges in e from the Mulliken method, atoms 1 to 8: O -0.6257; C 0.6261; O -0.5081; C -0.6295; C -0.8195; C -0.6180; C -0.7967; O -0.5867



No. 3
Formula: C43H122N10O13
Source: the OMol25 dataset
Level of theory: ωB97M-V with the def2-TZVPD basis set

Energy relative to the best compared isomer or geometry (same formula, charge and spin), kcal per mole: 0.0
Kohn-Sham gap, Ha: 0.3257

```
! RIJCOSX wB97M-V def2-TZVPD def2/J DEFGRID3
* xyz 0 1
C 1.57 2.76 -3.12
C 1.97 3.66 -4.25
C 1.52 3.20 -5.64
O 1.54 4.95 -3.87
H 1.80 1.72 -3.26
H 0.47 2.83 -2.94
H 2.05 3.03 -2.17
H 3.03 3.76 -4.18
H 2.13 2.34 -5.81
H 1.62 3.93 -6.44
H 0.46 2.84 -5.59
H 1.61 5.62 -4.54
O -1.98 0.25 -4.08
H -2.33 1.04 -4.51
H -1.26 -0.07 -4.67
O 4.16 0.95 -0.43
H 4.37 0.55 -1.29
H 3.22 0.83 -0.26
C 3.54 -2.18 -2.66
C 4.30 -2.11 -4.00
C 5.37 -1.04 -3.92
O 4.76 0.14 -3.57
C 5.56 1.32 -3.67
N 4.79 -3.43 -4.35
H 4.20 -2.25 -1.81
H 2.84 -3.03 -2.73
H 2.91 -1.29 -2.66
H 3.61 -1.88 -4.85
H 5.90 -0.96 -4.87
H 6.16 -1.31 -3.15
H 5.84 1.63 -4.68
H 6.42 1.23 -3.05
H 5.02 2.21 -3.29
H 5.52 -3.78 -3.76
H 5.11 -3.58 -5.29
C 2.84 -0.60 2.81
C 4.28 -0.60 3.30
C 5.10 -1.72 2.64
O 4.60 -2.96 2.99
C 5.45 -4.01 2.49
N 4.86 0.69 3.01
H 2.47 -1.62 2.85
H 2.85 -0.22 1.79
H 2.22 0.09 3.39
H 4.21 -0.86 4.38
H 6.10 -1.54 3.10
H 5.16 -1.46 1.55
H 6.49 -3.77 2.74
H 5.31 -4.09 1.43
H 5.24 -4.99 2.92
H 4.74 0.71 2.02
H 5.86 0.72 3.26
C -3.27 7.13 4.00
C -3.12 5.64 3.88
C -2.95 4.90 5.22
O -2.64 3.54 5.10
C -3.57 2.51 5.11
N -4.29 5.14 3.17
H -3.52 7.41 2.99
H -2.38 7.61 4.34
H -4.15 7.34 4.58
H -2.18 5.49 3.30
H -3.88 5.16 5.78
H -2.17 5.41 5.80
H -4.35 2.73 5.86
H -2.99 1.66 5.47
H -4.09 2.28 4.15
H -4.20 5.42 2.19
H -4.09 4.13 3.11
C 2.54 -3.64 0.60
C 1.91 -4.95 1.00
C 0.58 -4.85 1.71
O 0.78 -4.13 2.93
C -0.46 -3.98 3.64
N 1.75 -5.88 -0.11
H 2.72 -3.00 1.46
H 1.93 -3.11 -0.12
H 3.50 -3.87 0.11
H 2.62 -5.35 1.75
H 0.25 -5.85 2.05
H -0.20 -4.37 1.09
H -0.26 -3.17 4.33
H -0.61 -4.94 4.17
H -1.32 -3.82 2.98
H 2.61 -6.37 -0.32
H 1.40 -5.45 -0.97
C -6.04 -1.64 5.64
C -4.89 -1.65 4.67
C -4.94 -0.63 3.53
O -3.95 -0.99 2.57
C -3.90 -0.07 1.53
N -3.61 -1.51 5.43
H -6.07 -2.39 6.44
H -6.97 -1.74 5.06
H -6.17 -0.67 6.14
H -4.88 -2.64 4.20
H -4.73 0.37 3.97
H -5.98 -0.62 3.17
H -3.44 0.87 1.83
H -4.91 0.18 1.17
H -3.37 -0.43 0.64
H -3.48 -2.25 6.13
H -2.86 -1.61 4.77
C -2.36 5.59 -1.39
C -2.14 4.05 -1.51
C -3.04 3.30 -0.50
O -2.73 3.76 0.81
C -1.50 3.27 1.38
N -2.51 3.65 -2.86
H -3.47 5.73 -1.40
H -1.86 6.22 -2.13
H -1.96 5.96 -0.44
H -1.05 3.81 -1.38
H -2.85 2.24 -0.78
H -4.12 3.45 -0.63
H -1.25 2.26 0.98
H -1.56 3.30 2.47
H -0.65 3.90 1.05
H -2.35 4.36 -3.56
H -1.96 2.86 -3.18
C 1.84 2.72 2.02
C 1.47 4.00 2.74
C 0.61 3.67 3.95
O 1.17 2.65 4.69
C 0.64 2.56 6.02
N 2.70 4.71 3.16
H 2.42 2.89 1.11
H 0.91 2.15 1.74
H 2.42 2.06 2.64
H 0.90 4.65 2.07
H -0.39 3.38 3.70
H 0.51 4.61 4.49
H 1.06 1.68 6.49
H -0.46 2.66 6.03
H 1.02 3.47 6.60
H 2.50 5.53 3.77
H 3.24 4.02 3.66
C 1.07 -0.27 -0.43
C -0.30 -1.00 -0.26
C -0.61 -1.19 1.20
O -0.80 0.06 1.83
C -0.87 -0.06 3.21
N -1.40 -0.36 -0.89
H 1.36 -0.22 -1.50
H 1.80 -0.88 0.12
H 0.97 0.69 0.07
H -0.19 -1.98 -0.72
H 0.31 -1.63 1.66
H -1.44 -1.93 1.29
H -1.52 -0.87 3.57
H -1.20 0.90 3.63
H 0.13 -0.17 3.66
H -1.28 -0.14 -1.87
H -1.69 0.50 -0.43
C -0.83 -1.30 -8.59
C -0.52 -2.45 -7.65
C -0.86 -2.10 -6.14
O -0.09 -1.01 -5.67
C 1.18 -1.28 -5.17
N -1.34 -3.55 -8.06
H -0.45 -1.58 -9.55
H -0.35 -0.34 -8.45
H -1.93 -1.18 -8.59
H 0.55 -2.75 -7.74
H -0.78 -3.04 -5.54
H -1.92 -1.77 -6.11
H 1.68 -0.34 -4.84
H 1.81 -1.77 -5.91
H 1.20 -1.99 -4.32
H -1.39 -3.67 -9.10
H -1.04 -4.41 -7.63
C -3.57 -2.59 -2.88
C -3.05 -3.64 -1.90
C -1.60 -4.00 -2.26
O -1.08 -4.91 -1.36
C -1.59 -6.20 -1.34
N -3.15 -3.13 -0.56
H -2.90 -1.72 -2.71
H -4.59 -2.35 -2.60
H -3.47 -2.92 -3.92
H -3.64 -4.57 -2.07
H -0.98 -3.07 -2.18
H -1.50 -4.33 -3.30
H -1.82 -6.54 -2.34
H -2.49 -6.26 -0.71
H -0.82 -6.85 -0.89
H -2.74 -3.80 0.10
H -2.73 -2.18 -0.55
*
```

Atomic partial charges in e from the Mulliken method, atoms 1 to 8: C 0.1662; C 0.4531; C -1.1293; O -0.5468; H -0.2236; H -0.2894; H 0.3674; H 0.0509



No. 4
Formula: C5H15NO2
Source: the OMol25 dataset
Level of theory: ωB97M-V with the def2-TZVPD basis set

Energy relative to the best compared isomer or geometry (same formula, charge and spin), kcal per mole: 75.4
Kohn-Sham gap, Ha: 0.3489
SMILES string: C=CCCCN.O.O

```
! RIJCOSX wB97M-V def2-TZVPD def2/J DEFGRID3
* xyz 0 1
C -0.68 0.60 -2.25
C 0.36 -0.21 -2.12
C 0.57 -0.81 -0.80
C 1.81 0.06 -0.34
C 1.38 1.23 0.63
N 1.02 0.60 1.95
H -0.80 1.07 -3.28
H -1.31 0.90 -1.34
H 0.96 -0.78 -2.98
H 0.88 -1.91 -0.80
H -0.08 -0.82 0.11
H 2.64 -0.60 0.12
H 2.30 0.48 -1.19
H 2.16 1.99 0.80
H 0.69 1.79 0.11
H 1.62 -0.11 2.18
H 0.10 0.27 1.97
O -2.42 0.93 1.20
H -2.19 1.77 1.64
H -3.37 0.86 1.16
O -2.03 -2.63 1.39
H -1.06 -2.47 1.06
H -2.55 -2.20 0.80
*
```

Atomic partial charges in e from the Mulliken method, atoms 1 to 8: C -0.6822; C -0.3430; C 0.5068; C -0.6872; C -0.5615; N -0.5891; H 0.2477; H 0.2103